Entry 1:
Below is a 2-piece molecular cluster, C6H13NS overall, with properties calculated with wB97M-V/def2-TZVPD.

```
21
Properties=species:S:1:pos:R:3:forces:R:3
C 4.622642 0.511315 0.159427 0.095 0.012 0.249
C 4.028448 0.532149 -1.147945 -0.300 -0.079 -0.525
C -0.896116 0.263108 0.312857 0.119 -0.542 -0.342
C -3.056124 1.533279 0.435986 0.011 -0.249 -0.137
C -0.682280 -2.525207 0.429818 0.075 0.386 -0.282
C -2.310422 0.382312 -0.231133 0.017 0.221 0.171
N 5.094012 0.495002 1.200464 0.241 -0.005 0.516
S 0.053898 -1.107406 -0.430261 0.024 0.147 0.135
H 2.997363 0.182349 -1.080965 0.024 0.009 -0.077
H -0.894533 0.108405 1.392886 0.006 0.125 0.043
H 4.590158 -0.127527 -1.808606 -0.073 0.053 -0.064
H 4.046414 1.546390 -1.541646 -0.026 -0.017 -0.079
H -0.321310 1.161136 0.086465 0.011 0.055 0.081
H -4.071261 1.594978 0.055785 -0.154 0.096 -0.003
H -2.557393 2.477914 0.241664 0.052 0.189 -0.003
H -3.102904 1.387057 1.511974 -0.035 0.028 0.159
H -0.759327 -2.294862 1.489163 -0.017 -0.110 0.087
H -1.658436 -2.756653 0.009904 -0.016 -0.102 0.102
H -0.004731 -3.362572 0.281419 -0.063 -0.053 0.042
H -2.264901 0.547489 -1.309327 -0.008 -0.109 -0.005
H -2.853207 -0.548655 -0.057937 0.018 -0.054 -0.068
```
Positions in Å, forces in eV/Å.

## Properties
E_tot = -18757.8644 eV
SMILES string = CCCSC.CC#N
net charge = 0
relative energy (zero: lowest compared OMol25 entry of this formula, charge and spin) = 9.51 kcal/mol
E_HOMO = -8.7 eV

Entry 2:
Below is a 2-piece molecular cluster, C6H13O overall, with properties calculated with wB97M-V/def2-TZVPD.

```
20
Properties=species:S:1:pos:R:3:forces:R:3
C -0.104049 0.297781 -4.017735 -0.230 -0.111 -0.250
O -1.325076 -0.087788 -4.422902 0.123 0.010 -0.055
C 0.240664 -0.232395 -2.613548 0.478 -0.740 -0.304
H 0.026847 1.414675 -3.989442 0.074 0.083 0.097
H 0.743685 -0.050036 -4.684586 -0.047 0.064 0.034
H 1.223124 0.101227 -2.239952 -0.243 0.449 0.218
H 0.359690 -1.323763 -2.670156 -0.299 0.013 -0.062
H -0.605648 -0.038948 -1.957902 0.141 0.215 0.226
C 1.317120 -0.149877 2.264272 0.034 -0.122 0.258
C -0.160956 0.108008 2.057678 0.487 -0.371 -0.598
C -0.592710 0.437548 0.845939 0.066 0.730 -0.120
C -1.028874 -0.198911 3.227806 -0.164 0.066 0.203
H 1.656120 0.172671 3.253609 -0.044 0.187 -0.045
H 1.928197 0.328123 1.502717 -0.034 0.093 -0.031
H 1.550664 -1.220095 2.226877 -0.193 -0.013 -0.046
H -1.612794 0.648611 0.549079 -0.218 -0.278 0.407
H 0.100827 0.641996 0.041683 0.181 -0.187 0.038
H -2.086885 -0.083314 2.996179 -0.005 -0.062 -0.023
H -0.792270 0.458892 4.070898 0.014 -0.042 -0.005
H -0.837674 -1.224396 3.559485 -0.121 0.016 0.057
```
Positions in Å, forces in eV/Å.

## Properties
E_tot = -8478.9212 eV
net charge = -1
relative energy (zero: lowest compared OMol25 entry of this formula, charge and spin) = 23.51 kcal/mol
E_HOMO = -2.0 eV

Entry 3:
Below is an isolated ion of composition C6H13O and charge -1 in a non-equilibrium geometry, with properties calculated with wB97M-V/def2-TZVPD.

```
20
Properties=species:S:1:pos:R:3:forces:R:3
C 1.090206 -2.190797 1.557196 -1.813 1.949 0.480
O 0.681504 -2.756355 2.695061 -1.303 0.039 0.128
C 1.091388 -0.584733 1.538400 -0.130 -0.023 -2.521
C -0.234907 0.001516 0.820824 1.185 -0.444 1.627
C -0.177779 -0.145596 -0.748343 1.996 0.635 -0.091
C -0.103001 1.284701 -1.401892 -0.172 0.676 0.999
C -1.579469 1.752460 -1.835309 1.350 -0.750 0.247
H 0.498414 -2.292093 0.599083 0.244 -1.282 0.114
H 2.091647 -2.421784 1.497521 2.926 -0.785 -1.523
H 2.029628 -0.201683 0.999236 -1.102 -0.300 0.588
H 1.157071 -0.383400 2.565943 -0.087 0.924 1.471
H -1.013029 -0.683230 1.251874 0.271 0.927 -0.349
H -0.357970 1.102420 1.217424 -0.262 -1.967 -1.083
H 0.738982 -0.752957 -1.057930 -1.152 0.692 0.612
H -1.031568 -0.671636 -1.132520 -0.464 -0.299 -0.147
H 0.691792 1.589593 -2.164793 -1.181 -1.218 0.467
H 0.304198 1.833172 -0.472015 -1.111 0.155 -1.641
H -2.126662 1.193667 -2.607908 0.882 -0.802 -0.008
H -2.258216 1.626650 -0.977778 0.315 0.927 -0.067
H -1.492223 2.700093 -2.344069 -0.392 0.945 0.698
```
Positions in Å, forces in eV/Å.

## Properties
E_tot = -8478.0092 eV
SMILES string = CCCCCC[O-]
net charge = -1
relative energy (zero: lowest compared OMol25 entry of this formula, charge and spin) = 44.54 kcal/mol
E_HOMO = -2.1 eV

Entry 4:
Below is a 2-piece molecular cluster, C6H13O overall in a non-equilibrium geometry, with properties calculated with wB97M-V/def2-TZVPD.

```
20
Properties=species:S:1:pos:R:3:forces:R:3
C -0.199825 1.070890 1.594014 -0.479 -0.278 -0.291
C -0.040784 -0.375143 1.977497 0.624 -0.027 -0.094
C 0.033307 -0.747264 3.248558 0.028 0.277 -0.083
C 0.140044 -1.367772 0.853726 -0.770 0.111 0.222
H 0.467379 1.290940 0.762184 0.079 0.210 0.054
H -0.002425 1.721416 2.429637 0.252 0.246 0.289
H -1.221637 1.312561 1.275184 0.057 -0.206 -0.146
H 0.216155 -1.769194 3.533859 -0.011 -0.209 0.073
H -0.051655 -0.006291 4.030252 -0.060 -0.031 0.173
H 0.672897 -2.258035 1.186367 0.014 0.050 -0.089
H 0.605829 -0.935187 -0.029482 0.264 -0.055 0.216
H -0.859269 -1.668466 0.532101 -0.080 -0.225 -0.131
C 0.401773 0.927387 -2.213184 -1.256 -0.270 -0.830
O 1.333298 0.345268 -1.434085 0.451 0.281 0.000
C -0.366737 -0.019976 -3.145626 0.458 0.224 -0.089
H 0.852918 1.725716 -2.825675 0.407 0.048 0.181
H -0.338787 1.492252 -1.625862 0.200 0.083 0.447
H -1.221131 0.497822 -3.582667 -0.063 -0.044 0.048
H -0.701518 -0.899875 -2.604157 -0.108 -0.042 0.064
H 0.280174 -0.337047 -3.962638 -0.005 -0.144 -0.014
```
Positions in Å, forces in eV/Å.

## Properties
E_tot = -8477.3550 eV
net charge = 0
relative energy (zero: lowest compared OMol25 entry of this formula, charge and spin) = 15.31 kcal/mol
⟨S²⟩ = 0.754
E_HOMO (spin up / spin down) = -9.1 / -9.1 eV
2S+1 = 2

Entry 5:
Below is a 2-piece molecular cluster, C6H13O2 overall in a non-equilibrium geometry, with properties calculated with wB97M-V/def2-TZVPD.

```
21
Properties=species:S:1:pos:R:3:forces:R:3
C -1.283249 1.344962 -1.381771 -1.689 0.112 1.657
C -1.756863 0.089981 -2.099375 0.552 0.653 -1.076
C -0.543722 2.401736 -2.230661 0.408 0.131 0.120
O -0.459088 3.534720 -1.696376 0.085 -0.251 -0.107
O -0.150142 2.036922 -3.361799 -0.024 -0.032 0.104
H -2.119159 1.918021 -0.943287 -0.404 -0.072 -0.691
H -0.900047 1.094185 -0.383407 1.125 0.042 -0.598
H -0.884318 -0.261206 -2.654577 0.002 -0.516 0.173
H -2.420859 0.386935 -2.910222 -0.316 -0.029 0.003
H -2.241649 -0.698064 -1.524269 0.166 0.075 0.306
C 1.583443 -0.777967 2.076520 0.436 0.309 -0.230
C 0.255889 -0.144073 1.684955 0.070 -0.732 0.044
C 1.715788 -2.224120 1.606092 -0.151 -0.035 0.155
H 2.366455 -0.182967 1.592201 -0.046 -0.099 -0.165
H 1.838449 -0.662349 3.131662 -0.345 -0.215 0.209
H 0.213498 0.895714 1.999624 -0.244 0.030 -0.154
H -0.605040 -0.712307 2.050971 0.049 0.176 0.400
H 1.277706 -2.954081 2.289578 -0.071 0.128 0.183
H 1.183973 -2.358940 0.660840 0.266 0.045 -0.105
H 0.164433 -0.239822 0.604753 0.074 0.429 -0.074
H 2.764499 -2.487279 1.488540 0.054 -0.148 -0.153
```
Positions in Å, forces in eV/Å.

## Properties
E_tot = -10528.9589 eV
net charge = -1
relative energy (zero: lowest compared OMol25 entry of this formula, charge and spin) = 17.20 kcal/mol
E_HOMO = -3.9 eV

Entry 6:
Below is a 2-piece molecular cluster, C6H13O2 overall in a non-equilibrium geometry, with properties calculated with wB97M-V/def2-TZVPD.

```
21
Properties=species:S:1:pos:R:3:forces:R:3
C -2.612017 0.469512 -0.345348 1.054 0.471 -0.996
C -2.548852 -0.446561 -1.573595 -1.448 -2.744 1.928
C -1.349825 1.458083 -0.501114 -0.152 0.122 0.532
O -1.353374 2.501067 0.177006 -0.378 0.092 0.249
O -0.424987 1.076050 -1.265302 -0.719 0.202 -0.038
H -3.592225 0.976517 -0.465818 0.701 0.226 0.614
H -2.595206 -0.041397 0.652866 0.157 0.333 -0.931
H -1.578502 -0.791807 -1.904438 0.252 0.300 0.267
H -3.057510 0.028653 -2.375620 -0.359 0.334 -0.903
H -3.147397 -1.387118 -1.272163 0.573 1.012 -0.861
C 2.457988 -0.732848 0.943344 0.681 -1.753 -0.923
C 2.423342 0.604906 1.605440 -1.338 1.023 2.004
C 1.394641 -0.907380 -0.182442 0.060 -1.985 0.843
H 3.420120 -1.100987 0.468920 -0.555 1.084 0.778
H 2.285422 -1.471066 1.736991 -0.006 -0.164 -0.273
H 1.865423 0.525352 2.579079 0.400 -0.325 -0.529
H 1.691853 1.237750 1.095585 0.818 0.569 -0.411
H 0.867800 -0.017756 -0.517545 0.291 0.072 -0.078
H 1.900421 -1.446267 -1.006717 -0.482 0.466 0.027
H 3.338439 1.098897 1.963874 -0.017 -0.079 -0.892
H 0.614437 -1.633602 0.186987 0.467 0.743 -0.407
```
Positions in Å, forces in eV/Å.

## Properties
E_tot = -10528.3530 eV
net charge = -1
relative energy (zero: lowest compared OMol25 entry of this formula, charge and spin) = 31.17 kcal/mol
E_HOMO = -4.0 eV

Entry 7:
Below is a 3-piece molecular cluster, C6H13O3S3 overall in a non-equilibrium geometry, with properties calculated with wB97M-V/def2-TZVPD.

```
25
Properties=species:S:1:pos:R:3:forces:R:3
C 0.040319 0.424606 -2.304490 -1.493 -1.903 -0.003
C -0.650300 -1.598587 1.322499 -0.070 -1.824 -1.794
C 0.922424 1.847736 0.573634 -2.577 2.513 -0.481
C -0.726380 0.441059 -0.931359 -0.156 -1.710 -0.618
C -0.037809 -0.232071 1.385151 -0.532 -1.135 2.626
C 0.093975 0.603113 0.385244 -0.269 1.724 -1.979
O 3.753933 -3.055669 2.499476 -2.006 1.770 -0.349
O 3.010073 -0.586073 2.352765 0.425 -2.048 -1.324
O 2.039195 -1.971522 3.958258 -1.258 -1.646 0.628
S -2.127637 1.689995 -1.007209 1.454 0.018 2.048
S -4.165809 0.513740 -4.089439 0.401 0.107 0.102
S 2.840392 -1.956166 2.796221 2.826 1.976 1.028
H 0.814542 -0.383222 -2.263907 -0.569 0.607 -0.226
H -0.712020 0.215064 -3.149018 0.951 -0.193 1.367
H 0.465058 1.324620 -2.644422 0.817 1.428 0.224
H -1.271733 -1.772331 2.185031 -0.348 -0.181 0.278
H 0.109744 -2.481158 1.300443 -0.780 1.510 0.230
H -1.262628 -1.818686 0.365294 0.859 0.494 1.737
H 1.525205 2.172878 -0.235515 0.868 -0.619 -1.251
H 0.304865 2.838089 0.605691 0.365 -1.769 0.372
H 1.534146 1.845929 1.426803 0.683 -0.305 1.286
H -1.227236 -0.613147 -0.889126 0.807 2.190 -0.134
H 0.146295 0.085361 2.482089 0.581 -0.390 -1.990
H -2.469642 1.378896 -2.210245 -0.699 -0.505 -1.464
H -2.948969 1.087546 -3.913869 -0.283 -0.109 -0.314
```
Positions in Å, forces in eV/Å.

## Properties
E_tot = -45078.6701 eV
net charge = -1
relative energy (zero: lowest compared OMol25 entry of this formula, charge and spin) = 68.20 kcal/mol
E_HOMO = -2.8 eV

Entry 8:
Below is C6H13O4Pm as an isolated structure in a non-equilibrium geometry, with properties calculated with wB97M-V/def2-TZVPD.

```
24
Properties=species:S:1:pos:R:3:forces:R:3
C -0.052718 -1.638031 1.608732 -0.759 -0.001 -0.393
O -1.198863 -1.609159 0.840025 0.764 0.644 -1.457
C -2.368412 -2.176262 1.408390 -0.526 -0.038 0.379
H 0.563824 -2.515026 1.386414 0.137 0.568 0.720
H 1.351706 -0.420168 0.750063 1.533 2.275 -3.119
H -0.063350 -0.872119 2.389513 0.537 -0.739 0.089
H -3.127982 -2.170644 0.618309 0.131 -0.199 0.257
H -2.715813 -1.526151 2.225243 0.048 -0.438 -0.051
H -2.132881 -3.198657 1.743321 -0.377 0.368 -0.020
O 0.954364 -1.156257 -1.992487 1.553 -0.479 0.328
C 2.149802 -0.641268 -1.505286 1.765 0.237 0.159
C 1.903277 0.326812 -0.345849 -1.163 -2.053 2.165
O 0.920202 1.188261 -0.880197 -0.587 -0.203 -0.494
C 0.305193 2.208868 -0.103357 -0.120 0.158 0.703
C -1.003291 2.535305 -0.822561 0.342 1.737 0.317
O -1.710677 1.386772 -1.149392 -0.130 1.377 0.463
Pm -0.823611 -0.319347 -1.690390 -2.117 -2.232 0.005
H 2.645578 -0.075837 -2.326027 -0.014 -0.292 0.505
H 2.851616 -1.417612 -1.139452 -0.375 0.166 -0.366
H 2.791994 0.880329 -0.010827 -0.281 -0.288 0.036
H 0.976740 3.076144 -0.016946 -0.265 -0.172 -0.066
H 0.114272 1.807883 0.905416 0.002 0.082 -0.164
H -0.752690 3.116884 -1.734430 -0.203 -0.222 0.323
H -1.578282 3.209281 -0.158226 0.105 -0.257 -0.321
```
Positions in Å, forces in eV/Å.

## Properties
E_tot = -31167.6415 eV
net charge = +1
relative energy (zero: lowest compared OMol25 entry of this formula, charge and spin) = 15.43 kcal/mol
⟨S²⟩ = 8.764
E_HOMO (spin up / spin down) = -11.9 / -13.8 eV
2S+1 = 6

Entry 9:
Below is C6H13O4Ru as an isolated structure in a non-equilibrium geometry, with properties calculated with wB97M-V/def2-TZVPD.

```
24
Properties=species:S:1:pos:R:3:forces:R:3
C -2.783350 2.749724 -0.776634 -0.362 0.514 -0.941
O -1.836041 1.777983 -0.372805 1.777 0.146 0.804
C -2.075866 0.422460 -0.628103 -0.153 4.017 0.165
H -3.692491 2.219679 -1.102414 -0.765 0.559 2.011
H -2.517859 3.598544 -0.133410 -1.772 -0.512 0.976
H -2.793291 3.369575 -1.688287 2.025 -0.689 -1.271
H -1.473638 -0.140553 0.088127 -0.689 -0.604 -0.611
H -2.390771 0.689147 -1.635222 -1.162 -2.919 -0.392
H -1.381521 -0.636912 -1.612747 2.967 -1.211 -3.749
O -1.529210 0.696610 -4.182239 0.424 0.426 0.321
C -1.365078 -0.683289 -4.135704 -0.262 -2.210 0.084
C -0.515050 -1.077231 -2.934597 -2.857 0.000 2.665
O 0.602099 -0.236391 -3.006836 1.132 -0.211 -0.438
C 1.562899 -0.198291 -1.952792 0.301 -0.149 1.098
C 2.243149 1.168184 -2.043438 1.713 -1.105 0.378
O 1.312992 2.191061 -2.182027 -0.591 -0.293 -0.422
Ru -0.180308 1.678332 -3.253220 -0.998 2.363 -0.201
H -0.888199 -1.072692 -5.063480 -0.262 0.426 0.292
H -2.333079 -1.213252 -4.022993 0.307 0.431 -0.222
H -0.255005 -2.136845 -2.819750 -0.025 0.346 -0.199
H 2.270017 -1.034662 -2.056494 -0.195 0.304 0.011
H 1.012720 -0.286808 -1.002015 0.150 -0.062 -0.232
H 2.964337 1.139174 -2.886436 -0.383 0.271 0.220
H 2.851132 1.282387 -1.124941 -0.319 0.161 -0.348
```
Positions in Å, forces in eV/Å.

## Properties
E_tot = -17186.2887 eV
net charge = +1
relative energy (zero: lowest compared OMol25 entry of this formula, charge and spin) = 112.89 kcal/mol
⟨S²⟩ = 12.024
E_HOMO (spin up / spin down) = -11.4 / -13.7 eV
2S+1 = 7

Entry 10:
Below is one molecule with the formula C6H13OP in a non-equilibrium geometry, with properties calculated with wB97M-V/def2-TZVPD.

```
21
Properties=species:S:1:pos:R:3:forces:R:3
C -0.189409 -2.281640 -0.100143 -0.017 -0.262 -0.085
C 0.806053 -1.221171 -0.578583 0.046 -0.057 0.153
C -1.399418 -1.357920 -0.258336 2.426 2.453 0.303
C -0.116599 -0.043183 -0.223122 -2.448 -2.178 0.295
C -0.283539 1.071282 -1.221124 0.012 0.111 0.253
C 1.282675 1.722584 1.499412 -0.379 -0.389 0.186
O -1.279942 1.428985 1.708721 -0.350 0.400 0.007
P -0.002576 0.396568 1.586176 0.560 0.006 -0.733
H -0.218230 -3.204175 -0.678569 0.021 -0.087 0.041
H -0.035862 -2.531603 0.948734 0.042 -0.018 -0.005
H 1.785671 -1.211575 -0.101662 0.187 -0.071 -0.034
H 0.942021 -1.285536 -1.658377 0.061 0.073 -0.063
H -1.847064 -1.361485 -1.242038 -0.128 0.037 -0.175
H -2.128189 -1.321466 0.540882 -0.202 -0.076 0.049
H -0.945685 1.845921 -0.827785 0.012 -0.004 -0.082
H -0.702977 0.696697 -2.153974 0.003 -0.028 -0.076
H 0.682586 1.527464 -1.448555 0.040 0.053 -0.024
H 1.387061 2.156211 2.492089 0.055 0.038 0.036
H 0.985650 2.501196 0.799884 0.057 0.029 -0.071
H 2.234088 1.277164 1.214046 0.083 0.040 -0.087
H -2.066723 0.985334 2.030071 -0.082 -0.071 0.111
```
Positions in Å, forces in eV/Å.

## Properties
E_tot = -17768.4477 eV
SMILES string = CP(O)C1(C)CCC1
net charge = 0
relative energy (zero: lowest compared OMol25 entry of this formula, charge and spin) = 0.11 kcal/mol
E_HOMO = -8.6 eV